{"formula": "C3H9N3", "method": "wB97M-V/def2-TZVPD", "species": ["H", "N", "C", "C", "C", "N", "N", "H", "H", "H", "H", "H", "H", "H", "H"], "positions_angstrom": [[-1.336525, 0.729404, 1.703429], [-1.917866, 0.065345, 1.183011], [-1.221057, -0.562704, 0.279144], [0.261363, -0.140403, -0.133654], [0.428438, 1.366960, -0.271184], [1.263665, -0.738690, 0.703153], [0.277821, -0.895410, -1.345471], [-1.452440, -1.628716, 0.136630], [1.483020, 1.656141, -0.219799], [0.015369, 1.720822, -1.221168], [-0.090604, 1.927700, 0.512052], [1.224946, -1.748978, 0.588871], [1.055038, -0.549958, 1.680108], [0.868280, -0.400943, -2.013055], [-0.859447, -0.800570, -1.582067]], "forces_ev_per_angstrom": [[-0.29, 0.77, -0.86], [0.85, -2.02, -1.00], [0.74, 2.03, 4.58], [-1.89, -1.00, 0.57], [0.02, 0.31, 0.09], [0.23, -0.04, 1.06], [-3.26, 0.49, -2.19], [-0.51, 0.48, -1.04], [-0.11, -0.22, -0.08], [-0.01, -0.13, 0.12], [0.06, -0.13, 0.04], [-0.01, 0.19, -0.07], [0.31, 0.09, 0.04], [-0.40, -0.31, -0.42], [4.28, -0.50, -0.83]], "total_energy_ev": -7725.33447, "e_homo_ev": -9.08, "molar_mass_g_mol": 87.13, "smiles": "[H]/N=C\\C(C)(N)N", "total_charge": 0}

{"formula": "C3H9N3", "method": "wB97M-V/def2-TZVPD", "species": ["H", "N", "C", "N", "H", "H", "H", "C", "C", "N", "H", "H", "H", "H", "H"], "positions_angstrom": [[-2.452357, -3.337250, 0.499052], [-1.529026, -2.881222, 0.215487], [-1.542881, -1.944652, -0.671394], [-0.339858, -1.193713, -0.820065], [-2.295917, -1.561097, -1.366405], [0.050037, -1.155802, -1.858817], [0.115468, -1.253876, 0.110608], [2.016649, 1.212835, 0.724079], [1.063113, 2.156024, 0.573639], [-0.167783, 1.927652, 0.109771], [1.946769, 0.157099, 0.532509], [3.100845, 1.406349, 0.989096], [1.359876, 3.296881, 0.569809], [-0.362368, 0.981646, -0.206505], [-0.962568, 2.189124, 0.599137]], "forces_ev_per_angstrom": [[1.42, 1.06, -1.09], [-1.78, 0.69, -0.13], [1.48, -0.66, 0.57], [-1.09, -0.32, -1.48], [-0.47, -0.65, 0.25], [-0.50, 0.00, 3.67], [0.93, -0.19, -1.77], [1.83, 0.92, 0.37], [3.50, 1.72, 0.30], [-1.46, -1.76, -2.14], [-0.90, -0.29, -0.01], [-1.57, 0.50, -0.38], [-0.53, -2.34, 0.68], [0.43, -0.05, -0.04], [-1.31, 1.37, 1.22]], "total_energy_ev": -7725.03719, "e_homo_ev": -8.27, "molar_mass_g_mol": 87.13, "smiles": "[H]/N=C/N.C=CN", "total_charge": 0}